(1)
This record from OMol25 describes 16 unconnected molecules or ions with the total composition C69H173N11O16 in a non-equilibrium geometry. The level of theory is wB97M-V/def2-TZVPD.

Its gap between HOMO and LUMO is 8.654 eV. The calculated total energy comes out at -4538.465096 Eh. The lowest unoccupied orbital energy comes out at 0.40 eV.

```
! wB97M-V def2-TZVPD RIJCOSX def2/J DEFGRID3
* xyz 0 1
C 0.300 -5.179 -3.782
C 0.257 -5.731 -5.207
C -1.025 -6.547 -5.381
C -2.303 -5.707 -5.412
C -2.195 -4.669 -6.468
C -1.022 -3.630 -6.277
N 0.213 -4.478 -6.187
O 1.409 -3.678 -5.979
C -0.921 -2.729 -7.523
C -1.311 -2.703 -5.085
C 1.456 -6.551 -5.593
H 0.756 -4.174 -3.871
H 0.860 -5.754 -3.082
H -0.648 -4.902 -3.316
H -1.013 -7.117 -6.336
H -1.075 -7.419 -4.641
H -2.524 -5.258 -4.417
H -3.210 -6.291 -5.617
H -3.130 -4.070 -6.417
H -2.156 -5.202 -7.431
H -0.080 -2.096 -7.375
H -0.668 -3.188 -8.497
H -1.859 -2.130 -7.695
H -2.053 -1.916 -5.327
H -1.637 -3.210 -4.150
H -0.432 -2.156 -4.886
H 1.485 -6.833 -6.626
H 1.645 -7.440 -5.011
H 2.329 -5.937 -5.473
H 1.918 -3.922 -6.749
C 1.186 0.560 7.412
C -0.179 0.213 6.834
C 0.073 -0.433 5.412
C -1.132 -1.109 4.839
C -1.480 -2.232 5.837
C -1.827 -1.739 7.260
N -0.673 -0.927 7.739
O -0.967 -0.401 9.054
C -3.163 -1.001 7.304
C -2.031 -2.971 8.191
C -1.215 1.327 6.847
H 1.109 1.022 8.361
H 1.768 1.225 6.697
H 1.785 -0.339 7.501
H 0.490 0.346 4.749
H 0.848 -1.223 5.455
H -0.928 -1.603 3.837
H -1.944 -0.396 4.644
H -0.639 -2.906 5.819
H -2.304 -2.820 5.428
H -4.023 -1.670 7.365
H -3.235 -0.370 8.206
H -3.375 -0.362 6.462
H -1.204 -3.662 8.364
H -2.298 -2.520 9.173
H -2.945 -3.505 7.944
H -2.138 1.160 6.250
H -0.787 2.233 6.525
H -1.560 1.459 7.843
H -0.282 -0.871 9.576
C 2.527 1.415 -0.258
C 1.662 0.130 -0.193
C 0.907 -0.016 1.107
C -0.258 -1.051 1.029
C -1.196 -0.822 -0.210
C -0.473 -0.700 -1.487
N 0.671 0.295 -1.278
O 1.319 0.476 -2.541
C -0.094 -2.030 -2.088
C -1.365 -0.073 -2.526
C 2.584 -1.095 -0.376
H 3.196 1.347 0.557
H 1.943 2.337 -0.239
H 3.063 1.590 -1.222
H 1.631 -0.320 1.885
H 0.455 0.955 1.292
H -0.946 -0.890 1.903
H 0.060 -2.150 0.955
H -1.832 0.090 -0.073
H -1.929 -1.630 -0.379
H 0.269 -2.670 -1.324
H -0.987 -2.561 -2.462
H 0.611 -2.016 -2.899
H -2.346 -0.604 -2.481
H -1.570 0.956 -2.384
H -1.009 -0.180 -3.494
H 2.872 -1.336 -1.418
H 2.250 -2.065 0.043
H 3.545 -0.973 0.133
H 2.102 -0.126 -2.639
C 8.827 4.344 0.051
C 8.320 3.740 1.398
C 6.885 4.036 1.526
C 5.938 3.105 0.739
C 6.351 1.598 0.917
C 7.836 1.301 0.718
N 8.564 2.304 1.577
O 9.970 2.108 1.335
C 8.144 -0.093 1.321
C 8.328 1.433 -0.754
C 8.950 4.460 2.557
H 9.685 3.813 -0.289
H 9.194 5.356 0.245
H 8.136 4.321 -0.844
H 6.665 3.859 2.586
H 6.662 5.056 1.368
H 6.054 3.437 -0.298
H 4.883 3.204 0.960
H 5.836 0.964 0.140
H 5.957 1.365 1.896
H 9.152 -0.403 0.981
H 8.181 -0.075 2.404
H 7.407 -0.858 1.035
H 8.203 0.438 -1.234
H 7.663 2.161 -1.302
H 9.383 1.787 -0.746
H 9.982 4.780 2.439
H 8.977 3.810 3.386
H 8.378 5.354 2.743
H 10.194 1.499 2.009
C -4.833 1.973 -0.378
C -5.417 0.952 -1.352
C -6.885 1.113 -1.451
O -7.396 0.952 -0.116
C -8.785 0.734 0.071
N -4.704 0.960 -2.685
H -5.313 1.954 0.583
H -4.957 3.020 -0.753
H -3.759 1.788 -0.314
H -5.162 -0.085 -1.067
H -7.353 0.266 -1.993
H -7.149 2.086 -1.897
H -9.388 1.529 -0.377
H -9.023 0.689 1.184
H -9.190 -0.160 -0.427
H -3.703 0.813 -2.561
H -4.790 1.864 -3.144
C -3.537 -3.738 1.345
C -4.450 -4.831 1.821
C -4.269 -5.136 3.299
O -2.936 -5.472 3.600
C -2.784 -5.965 4.885
N -5.799 -4.585 1.559
H -3.481 -2.935 2.094
H -3.882 -3.305 0.416
H -2.462 -4.009 1.250
H -4.049 -5.681 1.300
H -4.991 -5.936 3.651
H -4.554 -4.239 3.794
H -3.088 -7.025 4.969
H -3.298 -5.305 5.601
H -1.695 -5.864 5.054
H -6.463 -5.302 1.763
H -6.137 -3.767 1.974
C -3.316 5.798 -2.623
C -2.854 4.750 -3.604
C -1.952 3.727 -2.991
O -0.777 4.367 -2.539
C 0.215 3.419 -2.179
N -4.044 3.860 -4.018
H -4.037 5.265 -1.951
H -3.944 6.564 -3.054
H -2.580 6.235 -2.001
H -2.442 5.121 -4.520
H -1.695 2.943 -3.765
H -2.541 3.211 -2.157
H 1.195 3.909 -2.142
H 0.373 2.544 -2.815
H 0.014 3.063 -1.184
H -4.870 4.376 -4.283
H -3.831 3.341 -4.883
C 4.171 1.525 -5.424
C 4.200 1.419 -3.884
C 4.541 0.045 -3.440
O 3.520 -0.788 -3.954
C 3.844 -2.154 -3.956
N 5.187 2.366 -3.360
H 3.884 2.538 -5.696
H 3.378 0.835 -5.685
H 5.077 1.219 -5.888
H 3.198 1.748 -3.521
H 4.599 -0.046 -2.322
H 5.463 -0.331 -3.882
H 4.651 -2.300 -4.659
H 2.984 -2.753 -4.231
H 4.059 -2.443 -2.925
H 6.138 2.208 -3.603
H 5.102 2.626 -2.411
C -0.588 4.513 4.894
C -0.144 3.318 4.075
C -0.417 3.509 2.608
O -1.793 3.501 2.313
C -2.048 3.942 0.979
N 1.251 2.968 4.370
H -1.645 4.732 4.728
H 0.017 5.336 4.554
H -0.461 4.362 5.974
H -0.671 2.464 4.350
H 0.106 2.753 2.012
H -0.013 4.508 2.298
H -2.142 3.092 0.332
H -1.200 4.516 0.662
H -2.945 4.575 0.922
H 1.900 3.791 4.269
H 1.258 2.808 5.369
C -2.866 0.525 -7.164
C -2.059 1.378 -6.255
C -0.602 1.124 -6.517
O -0.140 1.534 -7.829
C 1.232 1.116 -7.981
N -2.413 2.778 -6.432
H -2.816 0.912 -8.182
H -3.933 0.563 -6.928
H -2.538 -0.478 -7.067
H -2.169 1.105 -5.241
H -0.316 0.048 -6.437
H -0.028 1.660 -5.738
H 1.475 1.514 -8.964
H 1.304 0.015 -8.039
H 1.929 1.442 -7.193
H -2.778 2.950 -7.347
H -1.654 3.407 -6.380
C -7.169 0.759 3.712
C -6.173 -0.114 2.991
C -4.991 -0.525 3.891
O -4.451 0.595 4.585
C -3.695 1.494 3.726
N -6.835 -1.351 2.576
H -7.847 1.065 2.890
H -6.700 1.619 4.174
H -7.632 0.230 4.524
H -5.800 0.386 2.077
H -4.277 -1.079 3.328
H -5.375 -1.163 4.634
H -4.167 1.575 2.785
H -2.689 1.117 3.652
H -3.664 2.441 4.261
H -7.413 -1.712 3.389
H -7.595 -1.107 1.935
C 2.946 5.450 1.253
O 2.969 4.501 2.358
H 2.011 5.268 0.652
H 2.863 6.421 1.797
H 3.849 5.455 0.656
H 3.484 3.706 2.106
C 4.981 -1.917 3.665
O 4.722 -2.415 2.328
H 5.628 -2.627 4.219
H 5.522 -0.957 3.532
H 4.058 -1.783 4.164
H 4.203 -3.243 2.415
C -4.734 -2.545 -3.535
O -4.323 -1.498 -4.408
H -5.792 -2.832 -3.672
H -4.154 -3.460 -3.749
H -4.645 -2.167 -2.546
H -4.736 -0.692 -4.091
C 4.639 2.261 4.335
O 3.875 1.852 3.204
H 4.206 2.014 5.304
H 5.614 1.744 4.227
H 4.752 3.343 4.343
H 2.933 1.797 3.482
C 1.757 -3.726 3.275
O 2.746 -4.553 2.492
H 0.744 -3.983 3.081
H 1.872 -3.645 4.367
H 1.888 -2.690 2.912
H 2.608 -5.502 2.628
*
```

=====

(2)
This record from OMol25 describes a single C2H3N3 molecule in a non-equilibrium geometry. The level of theory is wB97M-V/def2-TZVPD.

Its gap between HOMO and LUMO is 11.111 eV. The calculated total energy comes out at -242.222945 Eh. The lowest unoccupied orbital energy comes out at 0.99 eV. Its SMILES is c1c[nH]nn1.

```
! wB97M-V def2-TZVPD RIJCOSX def2/J DEFGRID3
* xyz 0 1
N 0.805 0.340 -0.704
C 0.355 -0.736 0.125
C -0.806 -0.225 0.618
N -1.046 1.022 0.132
N -0.092 1.331 -0.669
H 1.474 0.580 -1.451
H 0.789 -1.617 0.631
H -1.479 -0.695 1.318
*
```

=====

(3)
This record from OMol25 describes 8 unconnected molecules or ions with the total composition C10H36N10O8 in a non-equilibrium geometry. The level of theory is wB97M-V/def2-TZVPD.

Its gap between HOMO and LUMO is 10.304 eV. The calculated total energy comes out at -1552.272028 Eh. The lowest unoccupied orbital energy comes out at 0.47 eV. Its SMILES is NC(N)=O.NC(N)=O.NC(N)=O.NC(N)=O.NC(N)=O.CCO.CCO.CO.

```
! wB97M-V def2-TZVPD RIJCOSX def2/J DEFGRID3
* xyz 0 1
C 2.561 3.803 -2.289
O 1.768 3.841 -3.251
N 3.846 3.388 -2.412
N 2.273 4.244 -1.044
H 3.972 2.876 -3.278
H 4.223 2.941 -1.596
H 2.805 3.923 -0.231
H 1.272 4.370 -0.936
C -3.092 -2.010 0.972
O -1.995 -2.458 1.320
N -3.467 -1.894 -0.324
N -3.955 -1.517 1.946
H -3.999 -1.066 -0.633
H -2.703 -2.029 -0.984
H -4.932 -1.257 1.819
H -3.638 -1.752 2.855
C 2.780 1.513 1.041
O 3.549 2.390 0.844
N 2.283 1.236 2.301
N 2.355 0.569 0.074
H 2.516 1.725 3.224
H 1.771 0.411 2.597
H 1.403 0.099 0.283
H 2.692 0.639 -0.891
C -0.544 1.434 -2.450
O -1.378 0.706 -2.008
N -0.794 2.799 -2.453
N 0.629 0.985 -2.910
H -0.028 3.373 -2.835
H -1.582 3.157 -1.869
H 1.138 1.677 -3.462
H 0.642 0.071 -3.225
C 1.037 -2.264 -1.656
O 1.346 -1.752 -2.734
N 1.474 -3.489 -1.292
N 0.180 -1.674 -0.728
H 2.296 -3.797 -1.667
H 1.233 -3.903 -0.387
H -0.511 -0.976 -1.055
H -0.164 -2.256 -0.012
C -0.419 -3.974 -4.747
O -0.404 -5.044 -3.751
H -0.653 -3.134 -4.146
H 0.550 -3.861 -5.240
H -1.255 -4.100 -5.378
H 0.205 -4.757 -3.028
C -1.664 2.855 2.377
C -1.587 1.462 1.760
O -2.308 1.309 0.584
H -2.675 3.106 2.590
H -1.345 3.587 1.589
H -0.914 3.018 3.133
H -2.030 0.787 2.542
H -0.533 1.237 1.699
H -1.702 1.261 -0.174
C -0.625 -0.854 5.163
C 0.073 -1.775 4.242
O 0.125 -1.117 2.903
H -1.641 -0.561 4.916
H -0.009 0.063 5.089
H -0.522 -1.308 6.115
H -0.443 -2.717 4.193
H 1.103 -2.028 4.576
H -0.587 -1.535 2.333
*
```

=====

(4)
This record from OMol25 describes 3 unconnected molecules or ions with the total composition C20H18N2O14 in a non-equilibrium geometry. The level of theory is wB97M-V/def2-TZVPD.

Its gap between HOMO and LUMO is 7.597 eV. The calculated total energy comes out at -1935.396446 Eh. The lowest unoccupied orbital energy comes out at -2.00 eV. Its SMILES is N#COC(CCCCO)(OC#N)OC(=O)O.O=C1C=C(O)C(=O)C=C1O.O=C1C=C(O)C(=O)C=C1O.

```
! wB97M-V def2-TZVPD RIJCOSX def2/J DEFGRID3
* xyz 0 1
N 4.043 -1.761 1.319
C 2.859 -1.398 1.768
O 1.398 -1.226 1.902
C 0.921 -0.001 1.242
C 2.085 1.171 1.073
C 1.381 2.618 0.617
C 2.053 3.153 -0.800
C 0.993 2.804 -2.046
O 1.238 1.445 -2.608
O -0.097 0.594 2.170
C -1.447 0.104 1.844
N -2.511 -0.472 1.338
O 0.346 -0.201 -0.100
C 0.326 -1.619 -0.492
O -0.607 -2.488 -0.018
O 1.298 -2.227 -1.460
H 2.875 0.937 0.242
H 2.527 1.360 2.140
H 0.226 2.529 0.447
H 1.603 3.455 1.417
H 2.127 4.328 -0.746
H 3.116 2.704 -1.015
H 1.119 3.589 -2.931
H -0.131 2.876 -1.684
H 2.236 1.344 -2.592
H 1.022 -1.858 -2.369
C 0.055 -6.757 3.729
C 1.189 -7.203 4.274
C 2.515 -6.693 3.827
O 3.539 -7.107 4.360
C 2.541 -5.698 2.743
C 1.408 -5.255 2.197
C 0.081 -5.744 2.662
O -0.944 -5.305 2.153
O 1.425 -4.322 1.176
O 1.173 -8.156 5.275
H -0.915 -7.117 4.046
H 3.512 -5.349 2.416
H 0.482 -4.162 0.952
H 2.115 -8.311 5.503
C -2.907 3.369 -3.182
C -3.889 3.634 -4.046
C -4.556 4.965 -4.074
O -5.443 5.185 -4.892
C -4.119 5.976 -3.099
C -3.139 5.710 -2.233
C -2.453 4.388 -2.224
O -1.544 4.180 -1.428
O -2.725 6.654 -1.312
O -4.323 2.680 -4.948
H -2.412 2.407 -3.152
H -4.624 6.933 -3.118
H -2.005 6.223 -0.802
H -5.038 3.114 -5.462
*
```

=====

(5)
This record from OMol25 describes 4 unconnected molecules or ions with the total composition C32H35Br2N2OS in a non-equilibrium geometry. The level of theory is wB97M-V/def2-TZVPD.

Its gap between HOMO and LUMO is 5.868 eV. The calculated total energy comes out at -6970.874746 Eh. The lowest unoccupied orbital energy comes out at -4.65 eV.

```
! wB97M-V def2-TZVPD RIJCOSX def2/J DEFGRID3
* xyz 1 1
C -3.800 -2.444 -5.440
C -2.481 -1.687 -4.875
S -2.869 -0.184 -3.844
C -4.121 -0.587 -2.537
C -3.551 -1.383 -1.264
C -2.132 -0.981 -0.642
C -2.011 -0.314 0.786
C -0.517 -0.067 1.164
C 0.704 -0.370 0.277
N 0.534 -0.970 -0.998
C -0.800 -1.250 -1.369
C -3.285 -2.936 -1.677
N -3.649 -3.718 -0.657
C -4.216 -3.006 0.520
C -5.297 -3.881 1.320
C -6.034 -4.994 0.427
O -5.464 -6.031 -0.010
Br -7.981 -4.851 -0.042
C -4.702 -1.598 -0.127
Br -6.609 -1.587 -0.734
H -3.620 -2.630 -6.566
H -3.895 -3.482 -4.944
H -4.767 -1.859 -5.289
H -1.805 -2.426 -4.303
H -1.888 -1.332 -5.800
H -4.991 -1.131 -3.070
H -4.564 0.398 -2.157
H -2.898 -0.083 1.456
H -0.311 0.404 2.193
H 1.772 -0.150 0.648
H -0.916 -1.769 -2.393
H -2.831 -3.329 -2.649
H -3.476 -4.719 -0.842
H -3.449 -2.671 1.308
H -6.126 -3.238 1.794
H -4.767 -4.410 2.199
H -4.697 -0.676 0.563
C 5.827 -1.282 -0.392
C 4.550 -1.700 -0.031
C 4.264 -1.996 1.299
C 5.253 -1.863 2.270
C 6.528 -1.441 1.909
C 6.817 -1.155 0.578
H 6.051 -1.055 -1.429
H 3.777 -1.797 -0.787
H 3.269 -2.328 1.580
H 5.029 -2.088 3.307
H 7.299 -1.336 2.666
H 7.813 -0.831 0.296
C -3.387 5.278 2.636
C -2.030 5.008 2.481
C -1.617 3.961 1.663
C -2.561 3.189 0.992
C -3.917 3.462 1.143
C -4.331 4.503 1.968
H -3.708 6.092 3.276
H -1.294 5.613 3.000
H -0.560 3.746 1.549
H -2.239 2.376 0.350
H -4.654 2.861 0.618
H -5.388 4.712 2.090
C 7.982 4.791 1.917
C 8.128 3.524 2.474
C 7.701 2.401 1.771
C 7.138 2.545 0.507
C 6.996 3.811 -0.052
C 7.414 4.935 0.655
H 8.312 5.666 2.467
H 8.573 3.412 3.457
H 7.809 1.414 2.208
H 6.810 1.669 -0.043
H 6.558 3.923 -1.039
H 7.298 5.923 0.222
*
```

=====

(6)
This record from OMol25 describes a single C5H9N3O molecule. The level of theory is wB97M-V/def2-TZVPD.

Its gap between HOMO and LUMO (spin up / spin down) is 6.913 / 6.916 eV. The calculated total energy comes out at -435.225160 Eh. The lowest unoccupied orbital energy (spin up / spin down) comes out at 0.53 / 0.53 eV.

```
! wB97M-V def2-TZVPD RIJCOSX def2/J DEFGRID3
* xyz 0 1
C 1.117 0.933 0.504
C -0.526 -1.881 -1.568
N 0.594 0.688 -0.825
C -0.156 -1.412 -0.216
C -0.170 0.648 1.172
N -0.805 1.544 1.922
C -0.682 -0.673 0.966
O 1.545 1.330 -1.717
N 0.357 -1.850 0.844
H 1.009 1.510 -2.497
H -0.438 2.478 2.012
H -1.754 1.388 2.225
H 1.937 0.266 0.841
H 1.432 1.977 0.646
H -1.642 -0.937 1.403
H 0.379 -2.186 -2.096
H -1.195 -2.744 -1.496
H -1.003 -1.077 -2.122
*
```